No. 1
Here is a 2-piece molecular cluster, C2H8NO2 overall at a distorted geometry from OMol25. Energies are from wB97M-V/def2-TZVPD.

The geometry in XYZ format:
```
13
Properties=species:S:1:pos:R:3:forces:R:3
N 1.1981 -1.8315 1.3119 0.0 -0.4 0.9
H 1.6494 -1.7840 2.2471 -0.3 -0.1 -0.7
H 0.3101 -2.3488 1.4239 0.6 0.2 -0.1
H 0.9853 -0.8090 0.9656 0.2 -0.2 -0.3
H 1.8177 -2.3543 0.6750 -0.3 0.4 0.2
O 0.7103 0.5364 0.3481 -1.1 -0.5 -0.8
C -0.2850 0.6105 -0.3951 0.1 2.0 0.7
O -0.5846 1.7841 -0.9796 1.9 0.1 1.4
C -1.3098 -0.4170 -0.6796 0.5 -1.4 -0.8
H 0.1108 2.4350 -0.6133 -1.4 -1.0 -1.0
H -2.3166 -0.1072 -0.4134 0.1 0.3 0.1
H -1.0819 -1.3867 -0.1761 -0.2 0.8 -0.5
H -1.2984 -0.5497 -1.7916 -0.1 -0.1 0.9
```
Forces are in eV/Å.

The total energy comes out at -7782.959 eV. As for the LUMO energy: -3.71 eV. As for the net charge: +1. The value obtained for the HOMO-LUMO gap is 12.1 eV.

***

No. 2
Here is C25H63N5O10Sr2 as an isolated structure at a distorted geometry from OMol25. Energies are from wB97M-V/def2-TZVPD.

The geometry in XYZ format:
```
105
Properties=species:S:1:pos:R:3:forces:R:3
Sr -1.2887 2.5812 2.8081 0.9 -1.6 -1.0
Sr -0.7801 0.2989 -1.9567 -0.2 -0.9 1.1
C -0.1131 0.5871 0.9269 -0.6 0.5 -0.5
O 0.3575 0.8166 2.0911 -0.6 0.3 0.2
O 0.2319 -0.3797 0.1877 0.1 0.1 -0.1
O -1.0341 1.4236 0.4554 0.1 0.4 0.5
C -4.2800 0.4338 -1.1024 0.0 0.0 -0.3
O -3.1404 -0.3862 -0.9628 0.2 0.0 0.1
C -3.4344 -1.7630 -0.7272 0.2 0.1 -0.4
C -2.1531 -2.5660 -0.7391 -0.1 -0.3 0.2
N -1.3667 -2.4143 -1.9899 -0.8 0.3 0.5
C -0.3302 -3.4635 -2.0900 0.1 0.2 0.3
C -0.9047 -4.7828 -2.5969 0.0 -0.1 -0.1
O -1.8965 -4.5788 -3.5869 -0.1 0.1 0.0
C -1.3455 -4.3633 -4.8692 0.0 0.1 -0.3
H -3.9345 1.4655 -1.1927 0.0 0.0 0.2
H -4.9563 0.3276 -0.2473 0.0 0.0 0.0
H -4.8244 0.2082 -2.0252 -0.1 -0.1 0.1
H -4.1167 -2.1202 -1.5123 -0.1 0.0 0.1
H -3.9066 -1.8901 0.2528 -0.2 0.0 -0.1
H -2.4837 -3.6086 -0.6301 0.2 0.0 0.2
H -1.5579 -2.3059 0.1386 0.2 0.0 -0.2
H -2.0762 -2.6538 -2.6886 0.5 0.0 -0.3
H 0.1119 -3.6387 -1.1042 -0.1 0.1 0.0
H 0.4924 -3.0826 -2.6961 -0.1 -0.1 -0.3
H -1.3962 -5.3328 -1.7958 0.0 0.0 0.1
H -0.0954 -5.4079 -2.9873 0.0 0.0 0.1
H -0.8495 -5.2649 -5.2379 0.1 0.1 0.0
H -0.6377 -3.5234 -4.8672 0.0 -0.1 0.0
H -2.1529 -4.1227 -5.5592 -0.1 0.0 0.1
C -3.4275 -0.5014 -4.4706 -0.6 -0.7 0.1
O -2.8258 0.5602 -3.7724 0.6 0.3 0.2
C -2.9914 1.8041 -4.4284 -1.0 0.3 0.0
C -2.3419 2.9073 -3.6225 0.6 0.0 -0.2
N -0.9814 2.4812 -3.1941 0.1 0.9 -1.0
C -0.2447 3.5315 -2.4633 -0.5 0.5 0.0
C 1.2061 3.1744 -2.1524 -0.3 0.1 0.3
O 1.3273 1.8130 -1.7566 -0.1 0.0 -0.4
C 2.6945 1.4273 -1.5401 -0.2 -0.3 0.0
H -3.3771 -1.3874 -3.8370 0.2 0.0 -0.1
H -2.9312 -0.7109 -5.4200 0.0 0.1 0.0
H -4.4946 -0.3132 -4.6341 0.1 0.1 -0.2
H -4.0652 2.0375 -4.4973 0.1 -0.1 0.0
H -2.6571 1.7710 -5.4720 0.4 -0.1 0.1
H -2.9415 3.1906 -2.7578 0.1 -0.1 0.1
H -2.2712 3.7810 -4.2825 -0.1 0.1 0.2
H -0.4948 2.4054 -4.0927 0.2 -0.3 0.2
H -0.7916 3.7771 -1.5486 0.0 -0.4 0.1
H -0.2738 4.4672 -3.0382 0.3 0.0 0.0
H 1.5016 3.7978 -1.3010 0.2 0.1 -0.2
H 1.8543 3.3931 -3.0063 0.0 -0.1 0.0
H 3.2256 1.3335 -2.4897 0.0 0.2 0.0
H 2.6757 0.4485 -1.0626 -0.1 0.1 0.0
H 3.1823 2.1354 -0.8721 0.1 0.0 -0.1
C -5.9195 1.6168 3.0504 0.0 -1.0 0.9
C -4.4040 1.6027 3.1305 0.1 0.4 0.0
C -3.8318 0.2066 3.2500 0.3 0.6 -0.1
O -2.4226 0.3418 3.4664 -0.3 0.3 0.1
C -1.7760 -0.9101 3.6603 0.4 -0.8 0.1
N -3.7389 2.2882 1.9728 -0.5 0.1 0.6
H -6.3181 2.6223 2.9609 -0.1 0.0 -0.4
H -6.3052 1.2271 4.0019 0.0 0.2 0.0
H -6.2895 0.8900 2.3250 -0.1 0.5 -0.4
H -4.1267 2.1465 4.0466 0.1 0.0 -0.1
H -4.0107 -0.3203 2.3031 0.0 -0.3 0.2
H -4.2751 -0.3080 4.1024 -0.1 -0.2 -0.1
H -2.3958 -1.6063 4.2340 -0.2 0.2 0.0
H -0.8555 -0.7725 4.2221 0.0 0.3 -0.1
H -1.5283 -1.3853 2.7064 0.0 0.2 0.0
H -4.3169 3.1003 1.7641 0.1 0.0 -0.2
H -3.8045 1.6737 1.1645 0.2 0.1 -0.1
C 3.8775 2.5443 1.9154 -0.5 0.0 0.2
C 3.8163 1.6166 3.1177 -0.5 -0.6 0.0
C 4.9203 1.8769 4.1105 -0.1 0.5 0.1
O 6.1430 1.6459 3.4603 0.0 0.0 -0.1
C 7.2427 1.7739 4.3301 0.1 -0.1 0.4
N 2.4844 1.7425 3.7615 0.0 0.0 -0.2
H 4.7360 2.3328 1.2833 0.1 0.2 0.1
H 3.8690 3.5818 2.2586 0.2 0.0 -0.1
H 2.9697 2.3996 1.3159 0.1 0.0 0.0
H 3.9433 0.5767 2.7739 0.0 0.4 0.0
H 4.8110 1.2307 4.9937 0.0 0.0 0.0
H 4.8594 2.9257 4.4486 0.0 -0.1 0.1
H 7.2615 0.9633 5.0728 0.0 0.0 -0.1
H 7.1997 2.7145 4.8921 0.1 0.1 -0.2
H 8.1470 1.7242 3.7322 0.0 0.1 0.0
H 2.4114 1.0421 4.4966 0.2 0.1 0.1
H 1.8223 1.4103 3.0608 0.1 0.0 0.1
C 2.7776 -2.7101 -1.0163 0.5 -0.4 0.1
C 2.8257 -2.8021 0.4957 -1.0 0.1 0.3
C 3.5238 -1.6050 1.1164 0.4 0.0 -0.3
O 4.8869 -1.6325 0.7578 -0.2 -0.1 -0.1
C 5.6399 -0.6327 1.3964 0.3 -0.2 0.5
N 1.4245 -2.9085 1.0024 0.3 0.4 -0.2
H 2.4298 -3.6661 -1.4096 0.0 0.1 -0.1
H 3.7831 -2.5223 -1.3936 -0.1 0.0 -0.1
H 2.1012 -1.9222 -1.3483 0.0 0.2 0.0
H 3.3437 -3.7245 0.7589 0.2 0.1 0.1
H 3.4206 -1.6214 2.2126 0.0 0.0 0.0
H 3.0558 -0.6773 0.7426 -0.1 0.0 0.2
H 6.6892 -0.8275 1.1866 0.0 0.1 -0.2
H 5.5254 -0.6873 2.4902 0.0 0.0 -0.2
H 5.3618 0.3790 1.0816 0.1 -0.2 -0.1
H 0.9042 -2.1376 0.5727 0.2 -0.2 0.2
H 1.4170 -2.6345 1.9851 0.1 -0.4 0.0
```
Forces are in eV/Å.

The total energy comes out at -56535.156 eV. As for the LUMO energy: -5.59 eV. As for the net charge: +2. The value obtained for the HOMO-LUMO gap is 7.2 eV.

***

No. 3
Here is a 2-piece molecular cluster, CH4ClN3 overall at a distorted geometry from OMol25. Energies are from wB97M-V/def2-TZVPD.

The geometry in XYZ format:
```
9
Properties=species:S:1:pos:R:3:forces:R:3
N 1.8386 -0.5203 1.0066 1.3 -2.1 -0.3
C 0.9206 0.0964 0.5020 -5.1 5.7 -2.0
N -0.0147 0.8866 0.2116 1.3 -1.5 0.6
N -1.0555 2.0661 -0.3722 2.1 -2.7 2.9
H 2.1097 -1.4199 0.5564 -0.3 1.1 0.7
H -1.7913 1.3966 -0.6285 0.2 0.2 -0.1
H -1.3806 2.3754 0.6037 0.7 -0.4 -1.7
Cl -0.5171 -2.4880 -0.3396 -0.2 -0.3 0.1
H -0.1097 -2.3929 -1.5400 0.1 0.0 -0.3
```
Forces are in eV/Å.

The total energy comes out at -18090.910 eV. Its structure (SMILES) is N=C=NN.Cl. As for the LUMO energy: 0.35 eV. The value obtained for the HOMO-LUMO gap is 9.2 eV.

***

No. 4
Here is one molecule with the formula C6H6F2N2O4 at a distorted geometry from OMol25. Energies are from wB97M-V/def2-TZVPD.

The geometry in XYZ format:
```
20
Properties=species:S:1:pos:R:3:forces:R:3
O 0.1536 2.7670 1.5389 0.2 -0.9 0.2
N -0.5032 2.4796 0.5669 -1.1 1.8 -1.5
O -1.1126 3.2980 -0.1123 0.4 -0.7 0.5
C -0.6177 1.0310 0.0707 1.8 -0.6 1.5
F -1.5152 0.9935 -0.9407 0.9 0.0 0.1
C -1.1340 0.2163 1.2743 -1.7 -0.4 -1.9
C -1.0782 -1.2464 0.8972 -0.3 -0.1 0.4
C -0.1156 -1.7142 0.1343 -1.7 -2.1 0.4
C 0.9246 -0.9804 -0.4282 2.3 4.0 -1.3
F 2.0963 -1.2920 0.1789 1.2 -1.2 0.1
N 1.1411 -1.3468 -1.9409 -0.3 0.9 0.2
O 1.0371 -2.4869 -2.3166 0.1 0.0 0.3
O 1.3773 -0.3721 -2.6182 0.3 -0.7 -1.0
C 0.9063 0.5806 -0.3132 -1.9 -0.3 2.5
H -2.2247 0.4814 1.4781 1.7 0.1 0.2
H -0.4079 0.3782 2.0302 0.1 0.4 1.3
H -1.8084 -1.9605 1.2960 0.2 0.5 0.0
H 0.0172 -2.7453 -0.1178 -0.5 -0.7 0.1
H 1.6910 0.8323 0.5223 -2.0 -0.3 -1.4
H 1.1729 1.0865 -1.2001 0.3 0.3 -0.8
```
Forces are in eV/Å.

The total energy comes out at -22917.487 eV. Its structure (SMILES) is O=[N+]([O-])[C@]1(F)CC=C[C@@](F)([N+](=O)[O-])C1. As for the LUMO energy: -0.40 eV. The value obtained for the HOMO-LUMO gap is 10.7 eV.